No. 1
C4H5N3O2 in the gas phase at a distorted geometry, computed with ωB97M-V with the def2-TZVPD basis set.

Output
* energy above the lowest of the compared OMol25 structures with the same formula, charge and spin: 3.860 eV
* spin multiplicity: 1
* highest occupied orbital energy: -9.124 eV
* strongest force on any atom: 2.79 eV/A
* frontier orbital gap: 0.3566 Eh
* SMILES string: [H]/N=c1\[nH]c(=O)on1C=C

Last column: natural (NBO) charge in e.
Geometry (Å):
H 0.497691 3.046705 -0.181987  0.3654
N -0.160067 2.218406 -0.144163  -0.7449
C 0.398068 1.041487 0.026723  0.5629
N 1.780852 0.664674 -0.042499  -0.6441
C 1.937834 -0.651332 0.024171  0.8643
O 2.951672 -1.300354 0.011815  -0.5771
O 0.664605 -1.182531 0.111289  -0.3281
N -0.172855 -0.155871 0.430877  -0.1533
C -1.576064 -0.447107 0.429905  -0.0330
C -2.073960 -1.359949 -0.366169  -0.4007
H 2.542240 1.308574 0.024635  0.4324
H -2.211534 0.281317 0.810286  0.2233
H -1.415544 -2.063358 -0.790544  0.2160
H -3.162934 -1.400660 -0.344339  0.2169

Atomic forces in eV per Å
H -0.712 -1.732 -0.146
N 1.366 -1.915 0.732
C 0.506 2.729 0.305
N -1.462 1.897 -0.122
C 0.993 -1.707 0.159
O -0.907 0.169 -0.077
O 1.067 -1.564 -0.177
N -1.857 1.921 0.529
C 1.872 0.339 -2.010
C -1.173 -0.227 1.158
H 0.196 0.140 -0.176
H -0.432 1.389 1.160
H 0.181 -0.866 -0.917
H 0.364 -0.573 -0.419

---

No. 2
C35H28Br2CdN7O2S2Se as an isolated structure at a distorted geometry, computed with ωB97M-V with the def2-TZVPD basis set.

Output
* energy above the lowest of the compared OMol25 structures with the same formula, charge and spin: 0.219 eV
* spin multiplicity: 1
* charge: -1
* highest occupied orbital energy: -3.951 eV
* strongest force on any atom: 1.11 eV/A
* frontier orbital gap: 0.2119 Eh

Last column: Mulliken charge in e.
Geometry (Å):
Cd 0.824571 0.074303 0.631785  1.7427
S 4.815359 -2.270140 1.163598  -0.2818
C 4.976375 -0.788424 2.012470  -0.3736
C 3.886002 0.016684 1.880326  -0.4005
C 2.858215 -0.530601 1.072554  -0.5128
C 3.210046 -1.770685 0.615805  0.6237
C 2.383503 -2.665203 -0.152781  0.9164
C 2.811755 -3.944272 -0.528055  -1.1280
C 1.953774 -4.758590 -1.233735  -0.5398
C 0.688680 -4.289404 -1.561034  -0.9406
C 0.337543 -3.019584 -1.134342  -0.6609
N 1.146622 -2.234938 -0.452252  0.5008
H 5.882791 -0.613041 2.565592  0.4528
H 3.830796 0.981204 2.363348  0.4134
H 3.800327 -4.277138 -0.247925  0.4438
H 2.269114 -5.748525 -1.530006  0.4189
H -0.007278 -4.897495 -2.116517  0.4207
H -0.643831 -2.610440 -1.334308  0.4723
Br 1.365608 0.665989 5.814724  -0.2334
C 1.019066 2.084780 4.591186  -0.3204
C 1.041082 3.398290 5.012279  -0.4249
C 0.783223 4.405984 4.109946  0.0512
Br 0.825373 6.216102 4.741103  -0.2919
C 0.524866 4.128812 2.757143  0.6333
C 0.267867 5.103193 1.770177  -0.7170
C 0.120392 4.723351 0.463088  -0.9592
C 0.198994 3.362033 0.134024  -0.4848
N 0.374864 2.431734 1.042408  0.1671
C 0.536593 2.767686 2.329503  0.2282
C 0.730821 1.673364 3.273494  -0.1248
O 0.657312 0.461060 2.952802  -0.2868
H 1.258603 3.630868 6.043912  0.4163
H 0.203287 6.144131 2.061213  0.3169
H -0.053430 5.455697 -0.310379  0.4097
H 0.119647 3.029088 -0.893999  0.4686
S -5.292850 0.985241 -2.934017  -0.1327
C -3.724542 0.768066 -2.074711  0.3910
C -3.618163 1.054796 -0.723124  -1.0782
C -2.389503 0.860186 -0.109111  -0.1665
N -1.324664 0.404976 -0.749697  0.4114
C -1.434774 0.134836 -2.041107  -0.4955
C -2.611695 0.315664 -2.757484  -0.9697
C -6.073411 -0.495939 -2.285782  0.3342
C -5.927514 -1.702294 -2.952663  -0.2351
C -6.530239 -2.822938 -2.402627  -0.3898
N -7.233661 -2.798877 -1.283779  -0.5964
C -7.373128 -1.640897 -0.662828  -0.4164
C -6.821872 -0.453696 -1.120297  -0.1271
H -4.467015 1.421233 -0.167095  0.3533
H -2.262270 1.072743 0.943511  0.3529
H -0.543976 -0.218328 -2.542016  0.4118
H -2.656386 0.106786 -3.814628  0.5260
H -5.361661 -1.762509 -3.868664  0.3873
H -6.444586 -3.789183 -2.881992  0.3624
H -7.956629 -1.664637 0.248059  0.3606
H -6.970236 0.472974 -0.589355  0.4196
C 1.356924 -3.503771 3.458370  -1.0800
N 0.592566 -2.721533 2.519709  0.2223
C -0.634364 -2.187872 2.693105  0.3386
N -1.307426 -2.578572 3.832874  -0.5654
O -1.161635 -1.496030 1.831260  -0.6013
H 2.258798 -3.858904 2.958367  0.3181
H 0.777548 -4.371588 3.782762  0.4167
H 1.661796 -2.920864 4.335152  0.2592
H 1.092805 -2.296964 1.750948  -0.1653
H -0.751827 -2.710091 4.663076  0.2130
H -2.160121 -2.067727 3.999457  0.2863
Se 1.919828 0.523793 -2.653534  -0.3379
C 3.021510 1.579521 -3.761610  0.1830
C 2.508061 2.143901 -4.929439  -0.3881
C 3.338173 2.900554 -5.726679  -0.3007
N 4.618795 3.128125 -5.459102  -0.6468
C 5.105596 2.575534 -4.354501  -0.3260
C 4.367715 1.804758 -3.479815  -0.3299
H 1.474619 1.976725 -5.194266  0.3438
H 2.962238 3.353835 -6.638910  0.3203
H 6.158242 2.766428 -4.167375  0.3300
H 4.820402 1.376661 -2.597588  0.3912

Atomic forces in eV per Å
Cd -0.426 0.440 -0.292
S -0.490 0.354 -0.067
C 0.078 -0.184 -0.056
C 0.349 0.010 0.146
C -0.135 -0.530 -0.339
C 0.864 0.296 0.625
C -0.207 -0.404 -0.483
C -0.135 0.151 0.026
C -0.037 0.088 -0.040
C -0.008 -0.007 0.033
C -0.214 -0.296 -0.231
N 0.302 0.234 0.128
H 0.079 0.134 0.082
H -0.045 0.077 0.035
H 0.057 -0.043 -0.050
H 0.004 -0.091 -0.039
H -0.091 -0.020 -0.049
H -0.126 -0.033 -0.043
Br -0.015 0.222 0.103
C -0.018 -0.612 -0.098
C -0.053 0.473 -0.200
C 0.065 0.195 0.529
Br -0.031 -0.187 -0.074
C 0.026 -0.290 -0.140
C 0.023 -0.027 -0.198
C -0.029 0.065 0.238
C -0.035 -0.060 -0.129
N -0.049 -0.270 -0.508
C 0.053 0.395 0.626
C 0.063 0.150 0.526
O -0.245 -0.130 -0.482
H 0.009 0.024 0.048
H 0.048 -0.033 -0.039
H -0.008 0.022 -0.080
H 0.029 -0.060 -0.063
S 0.166 -0.221 0.266
C -0.276 0.146 -0.207
C 0.195 -0.020 0.019
C -0.491 0.136 0.315
N 0.617 -0.198 0.350
C 0.056 -0.161 -0.539
C -0.042 0.014 0.198
C 0.090 0.316 -0.208
C -0.100 -0.008 0.139
C 0.175 -0.010 -0.277
N -0.225 -0.429 0.188
C -0.052 0.279 0.160
C 0.009 -0.132 -0.093
H -0.015 0.039 0.085
H 0.026 -0.012 0.097
H 0.098 0.030 -0.054
H 0.056 -0.063 -0.071
H 0.070 -0.013 -0.071
H 0.058 -0.051 -0.102
H -0.044 0.082 0.091
H 0.000 0.080 0.061
C -0.125 0.084 0.165
N 0.256 0.153 -0.223
C -0.005 -0.451 0.086
N -0.061 -0.016 0.259
O -0.188 0.433 -0.378
H -0.067 0.055 0.024
H 0.057 -0.007 0.025
H 0.025 -0.026 -0.006
H 0.002 -0.156 0.252
H 0.033 -0.013 -0.011
H 0.114 0.088 -0.124
Se -0.098 -0.197 0.250
C -0.407 -0.285 0.328
C 0.126 0.075 -0.034
C -0.136 0.035 -0.139
N 0.328 0.303 -0.361
C 0.202 -0.002 0.108
C 0.014 0.075 -0.099
H -0.065 0.027 -0.026
H -0.063 0.009 -0.036
H 0.029 -0.025 0.082
H 0.003 -0.017 0.064

---

No. 3
C4H9NS as an isolated structure at a distorted geometry, computed with ωB97M-V with the def2-TZVPD basis set.

Output
* energy above the lowest of the compared OMol25 structures with the same formula, charge and spin: 2.322 eV
* spin multiplicity: 1
* highest occupied orbital energy: -7.783 eV
* strongest force on any atom: 4.61 eV/A
* frontier orbital gap: 0.3125 Eh

Last column: natural (NBO) charge in e.
Geometry (Å):
C -0.529818 1.189508 0.245927  -0.2520
C -0.078037 -0.193576 -0.120553  -0.1480
C 0.762706 -0.857644 0.940771  -0.6312
C 0.719300 -0.378031 -1.519783  -0.6062
N -1.999766 0.981191 0.163164  -0.7433
S -1.788439 -0.768767 -0.068194  0.3433
H -0.210438 1.240667 1.289514  0.1880
H -0.183566 1.932345 -0.488194  0.1982
H 0.968257 -1.908711 0.527910  0.2108
H 0.305475 -1.066160 1.857801  0.2204
H 1.731490 -0.255513 1.231798  0.2091
H 0.695502 -1.472759 -1.617263  0.2154
H 1.717287 -0.123062 -1.122461  0.2073
H 0.346452 0.272590 -2.255993  0.2199
H -2.456401 1.407920 0.935561  0.3682

Atomic forces in eV per Å
C -0.446 0.071 -0.058
C 1.071 -0.914 -1.473
C 2.632 -0.912 -1.071
C -0.203 -0.811 4.532
N 1.199 0.143 -1.542
S -1.022 0.258 0.266
H 0.108 1.285 -0.123
H 0.073 0.256 0.819
H 0.482 1.395 0.690
H -1.237 0.119 1.348
H -1.545 -1.246 -1.016
H 0.002 0.513 -1.017
H -0.034 0.107 -1.064
H -0.368 0.322 -1.215
H -0.712 -0.586 0.925

---

Q: Look up the energy above the lowest of the compared OMol25 structures with the same formula, charge and spin of the third one.
A: 2.322 eV

---

Q: What is the energy above the lowest of the compared OMol25 structures with the same formula, charge and spin in the third record?
A: 2.322 eV